Entry 1:
29
Properties=species:S:1:pos:R:3:forces:R:3 method="wB97M-V/def2-TZVPD" spin_multiplicity=1 lumo_ev=0.43 charge=0 de_lowest_kcal_mol=0.0 homo_lumo_gap_ev=10.07 smiles="F[Si@H](Br)c1ccncc1.O=S1(=O)CCCC1"
F 1.283254 4.342518 -0.691250 -0.106 0.247 0.080
Si 0.944106 2.824576 -0.351095 0.174 -0.596 -0.112
Br -1.213457 2.572525 0.069422 0.042 0.193 -0.032
C 1.937228 2.304450 1.121443 0.113 -0.123 0.441
C 1.878337 0.992230 1.600273 0.169 0.439 0.010
C 2.674736 0.645540 2.684200 -0.231 -0.243 -0.155
N 3.501367 1.470869 3.317701 0.063 0.169 -0.027
C 3.556279 2.721456 2.867231 -0.354 -0.147 -0.298
C 2.798621 3.171160 1.792991 -0.027 0.132 -0.160
H 1.288455 2.015598 -1.522116 -0.116 0.079 -0.078
H 1.226084 0.263034 1.144932 -0.063 -0.142 -0.012
H 2.627712 -0.368741 3.054234 0.064 -0.120 0.128
H 4.218652 3.408059 3.369847 0.165 0.029 0.181
H 2.887411 4.201427 1.478989 0.033 0.096 -0.013
C -2.425216 -3.259820 -1.331132 -0.026 0.077 0.006
C -2.935925 -2.112981 -2.214261 0.048 -0.019 0.031
C -2.528629 -0.797883 -1.537639 -0.195 -0.049 -0.205
S -1.035040 -1.159642 -0.604497 -0.055 -0.147 -0.108
O -1.309754 -1.004555 0.801345 0.103 0.053 0.042
O 0.098132 -0.499000 -1.204699 0.096 0.070 0.139
C -0.981808 -2.907774 -0.986456 -0.120 -0.201 -0.072
H -2.488742 -4.221177 -1.838119 -0.002 -0.007 0.001
H -3.020806 -3.320981 -0.417971 0.017 -0.012 0.012
H -2.473341 -2.179032 -3.200791 0.018 0.000 0.007
H -4.014464 -2.160549 -2.354606 -0.004 0.012 -0.005
H -2.306467 -0.007428 -2.249593 0.055 0.069 0.080
H -3.277266 -0.455222 -0.826287 0.065 0.009 0.074
H -0.587071 -3.444869 -0.127462 0.052 0.096 0.040
H -0.322389 -3.033791 -1.844635 0.023 0.035 0.003



Entry 2:
25
Properties=species:S:1:pos:R:3:forces:R:3 method="wB97M-V/def2-TZVPD" spin_multiplicity=1 lumo_ev=0.79 charge=0 de_lowest_kcal_mol=120.2 homo_lumo_gap_ev=9.51
C 1.595845 0.986857 -1.014916 -2.429 3.565 -0.727
C 1.868025 -0.704368 0.617600 -1.445 -0.863 2.377
C 0.690462 -0.294501 1.594075 0.162 2.250 1.332
C -0.614008 -0.284172 0.838802 -2.245 0.757 -2.933
C -1.081738 -1.496248 0.249750 -0.944 1.280 0.932
C -2.284261 -1.500676 -0.519714 0.178 0.138 0.639
C -3.163772 -0.467954 -0.811525 0.732 1.032 0.299
C -2.545980 0.800949 -0.468053 0.193 -0.780 1.789
C -1.390682 0.886800 0.315968 2.218 -3.608 0.447
H 2.305393 1.267878 -1.829503 -1.427 0.313 -0.047
H 1.331558 2.056807 -0.314528 0.227 -3.228 -2.600
H 0.413535 0.414876 -1.488861 3.946 1.462 1.496
H 4.293864 -0.727552 -0.286649 -1.591 1.189 -1.205
H 3.179888 -1.412638 -1.216912 -0.505 1.103 0.078
H 1.359237 -1.499267 0.050770 0.369 0.295 -0.800
H 2.552415 -1.300618 1.238168 0.493 0.752 -0.189
H 0.481974 -1.068370 2.374956 0.904 0.394 -0.554
H 0.922347 0.724355 2.215221 -0.627 -2.353 -1.722
H -0.649177 -2.493040 0.520692 -0.223 1.111 -0.413
H -2.602396 -2.428843 -0.849217 -0.478 -1.978 -0.465
H -4.237194 -0.732924 -1.258946 2.766 1.200 0.898
H -2.888281 1.797190 -0.409866 -1.477 0.969 -1.219
N 2.510748 0.322654 -0.192087 0.573 -4.260 1.332
N 3.500710 -0.445860 -0.966451 1.670 -0.843 0.995
F -0.776303 2.078274 0.505836 -1.041 0.104 0.262



Entry 3:
24
Properties=species:S:1:pos:R:3:forces:R:3 method="wB97M-V/def2-TZVPD" spin_multiplicity=1 lumo_ev=-3.37 charge=+1 de_lowest_kcal_mol=49.4 homo_lumo_gap_ev=8.87
C 0.504512 -1.468965 -2.259907 -0.079 -0.595 -0.014
C 0.192151 -2.684345 -1.759935 0.219 0.527 -0.408
C 0.448152 -0.237345 -1.534866 0.111 0.692 0.137
C -0.240899 -2.919497 -0.422138 -0.217 -0.258 0.272
C 0.101905 -0.119152 -0.254955 -1.372 -5.356 1.147
C -0.427853 -1.983259 0.500427 1.307 4.478 -0.937
C -1.408904 1.166434 1.078290 -1.156 0.005 0.441
C 0.238203 2.289107 -0.247145 0.208 0.793 -0.572
C 0.941052 1.013244 1.663490 0.757 -0.089 0.831
N -0.030761 1.071144 0.550783 0.133 0.144 -0.224
I -0.906188 -2.233131 2.497050 0.030 -0.109 -0.379
H 0.819681 -1.397543 -3.289246 0.034 -0.015 -0.077
H 0.282988 -3.549035 -2.398838 -0.009 -0.051 -0.081
H 0.731993 0.637116 -2.111433 -0.029 0.097 0.067
H -0.445636 -3.949796 -0.149165 -0.028 0.010 0.104
H -1.571244 2.150264 1.518354 0.202 -0.020 -0.040
H -2.125878 1.012617 0.271729 0.204 0.031 -0.034
H -1.577843 0.411400 1.844362 0.162 0.022 -0.165
H 0.152422 3.164786 0.393851 -0.027 -0.148 0.110
H 1.245016 2.260410 -0.660060 -0.046 -0.130 0.088
H -0.484267 2.375979 -1.057226 -0.015 -0.132 0.091
H 0.794067 1.860348 2.330413 -0.127 0.072 -0.098
H 0.811040 0.092112 2.226265 -0.128 0.019 -0.119
H 1.956291 1.037107 1.269899 -0.133 0.014 -0.140



Entry 4:
27
Properties=species:S:1:pos:R:3:forces:R:3 method="wB97M-V/def2-TZVPD" spin_multiplicity=1 lumo_ev=-8.55 charge=+2 de_lowest_kcal_mol=0.0 homo_lumo_gap_ev=7.36 smiles="CC(C)=C1N=C(I)[N+]2=C1C=N[C@H]([NH3+])C2"
C -1.182071 -0.764081 0.355672 0.910 2.030 -1.751
C 0.031578 -2.669833 -0.558631 0.264 2.967 -0.093
C 0.040611 0.048545 0.133853 -1.310 0.137 0.680
C 0.316550 1.394809 0.045987 0.797 2.535 0.001
C 2.276291 0.466863 -0.085093 -1.956 -1.039 0.084
C -0.494982 2.526371 0.058608 -1.815 0.902 0.855
C 1.315704 -2.034784 0.056706 0.217 -0.448 -1.189
C 0.119316 3.848607 0.368259 -0.553 -0.096 0.971
C -1.983035 2.566329 -0.221086 -0.557 -2.160 2.716
N -1.122759 -1.920093 -0.073454 -1.326 -3.414 -0.552
N 1.726435 1.626403 -0.043246 -0.402 -1.642 -0.044
N 1.164493 -0.589796 0.062630 3.416 0.440 -0.959
N -0.264353 -4.007061 -0.066002 -1.127 -1.330 -1.612
I 4.209814 -0.152356 -0.415475 -0.269 0.293 0.147
H -2.161024 -0.330882 0.515041 0.071 0.066 0.746
H 0.001517 -2.696175 -1.689735 0.170 0.134 1.228
H 1.458940 -2.313344 1.068061 -0.085 -0.713 1.229
H 2.245905 -2.333163 -0.459855 -0.460 0.381 -0.002
H 0.916594 3.959646 -0.337237 0.683 0.651 -0.304
H -0.555589 4.705551 0.483367 -0.182 -0.410 -1.016
H 0.544336 3.867837 1.385052 0.432 -0.673 -0.320
H -2.650696 2.879987 0.652354 1.487 0.081 -0.395
H -2.205207 3.334276 -0.900009 -0.171 0.816 -1.473
H -2.475022 1.587223 -0.407835 0.663 0.672 -0.776
H -1.263077 -4.169507 -0.292008 0.105 0.170 0.151
H -0.222567 -4.066111 0.927608 0.459 -0.340 1.227
H 0.212296 -4.765270 -0.563519 0.539 -0.010 0.449



Entry 5:
24
Properties=species:S:1:pos:R:3:forces:R:3 method="wB97M-V/def2-TZVPD" spin_multiplicity=1 lumo_ev=0.21 charge=0 homo_lumo_gap_ev=8.36
C -0.439405 0.573057 0.800800 -1.045 -2.189 1.168
C -1.064598 -0.191766 1.947681 -0.412 0.577 -0.020
C 0.601843 -1.413648 -0.396182 -0.693 0.709 -0.045
C 0.166839 -0.005259 -0.239906 1.407 0.404 0.407
C -1.427542 -1.495970 1.962799 0.404 1.034 -0.276
C 1.425555 -2.053573 0.433739 -0.552 -1.671 -1.202
C -0.643777 1.091994 -2.186737 -0.778 0.597 -1.100
C 1.458651 2.039854 -1.206337 0.421 0.588 -0.127
C 0.643165 0.734855 -1.459147 1.663 1.452 0.670
S -2.135429 -2.415152 3.338314 -0.360 0.894 -0.487
I 2.169777 -1.260723 2.183176 0.273 -0.243 0.085
H -0.668873 1.609004 0.989313 0.421 0.466 -0.952
H -1.305920 0.565096 2.741093 0.132 -1.398 -0.191
H 0.271459 -1.743197 -1.418031 0.547 -0.661 1.225
H -1.179274 -2.059232 1.035739 -0.429 0.062 1.127
H 1.635023 -3.135475 0.211789 0.273 1.320 0.422
H -1.002250 0.082500 -2.509104 -0.522 1.129 -0.290
H -0.418892 1.809069 -3.069660 -0.658 -1.402 1.189
H -1.459064 1.598623 -1.484331 1.975 -1.128 -1.434
H 1.447857 2.563307 -2.252719 0.344 -0.437 2.244
H 2.511265 1.876967 -0.828261 -0.934 -0.194 -0.872
H 1.058748 2.662014 -0.361759 -0.237 -0.215 -1.185
H 1.451423 0.075978 -1.960343 -1.957 0.784 -0.035
H -3.096582 -1.508321 3.728075 0.718 -0.479 -0.322



Entry 6:
28
Properties=species:S:1:pos:R:3:forces:R:3 method="wB97M-V/def2-TZVPD" spin_multiplicity=1 lumo_ev=-9.04 charge=+2 de_lowest_kcal_mol=14.6 homo_lumo_gap_ev=6.05
Mg 0.025208 0.180495 -0.706152 0.416 -0.170 1.147
O 0.168264 3.461017 -0.117366 -0.146 -5.203 -0.550
C 0.129111 2.316766 -0.285275 0.181 6.059 0.407
C -0.094267 -2.008888 -0.508286 -0.159 -4.629 -0.301
O -0.143094 -3.149991 -0.436069 0.179 3.876 -0.170
C 2.184144 0.062585 -0.482456 5.797 -0.278 -0.570
O 3.338686 0.003697 -0.465080 -4.992 0.243 0.235
C -2.147594 0.258963 -0.557235 -5.822 0.370 -0.255
O -3.298299 0.322171 -0.532166 4.904 -0.302 -0.007
C 0.049536 0.842751 -5.712643 -0.049 -0.754 0.623
H -0.869332 1.456093 -5.649557 0.666 -0.384 -0.298
H 1.021156 1.365196 -5.628996 -0.687 -0.316 -0.311
C -0.014816 -0.506808 -5.770496 0.029 0.686 0.686
H 0.902165 -1.125394 -5.734487 -0.662 0.419 -0.280
H -0.987411 -1.034382 -5.755174 0.701 0.351 -0.265
C 1.171312 0.417931 3.566542 0.983 0.672 -0.469
P 0.154726 -0.084185 2.239495 -0.450 0.294 -2.578
C 0.111144 -1.847265 2.540944 -0.930 -0.758 0.345
C -1.328660 0.883591 2.596098 -0.921 -0.416 0.420
H 2.126310 -0.059997 3.471239 0.660 -0.097 0.207
H 0.678800 0.089663 4.443075 -0.384 -0.256 1.188
H 1.267836 1.488318 3.561178 0.261 0.478 0.219
H 0.071539 -2.020899 3.614954 -0.311 -0.229 0.052
H -0.655787 -2.427529 2.016975 -0.182 0.308 0.409
H 1.036191 -2.289907 2.210570 0.671 0.091 -0.161
H -1.501302 0.849240 3.673192 -0.417 -0.054 -0.030
H -1.151698 1.926524 2.363979 0.421 0.285 -0.081
H -2.243862 0.630257 2.043210 0.246 -0.283 0.388



Entry 7:
24
Properties=species:S:1:pos:R:3:forces:R:3 method="wB97M-V/def2-TZVPD" spin_multiplicity=1 lumo_ev=-3.72 charge=+1 de_lowest_kcal_mol=49.5 homo_lumo_gap_ev=9.41 smiles="C=C(C)c1[nH]cc[n+]1C(=C)C"
C 2.367860 -1.060387 1.394799 1.583 0.460 0.761
C 1.305891 -1.748319 0.859588 3.136 1.336 1.747
C 0.958353 0.412427 0.588315 -1.686 -1.328 -1.022
C 1.317951 2.585141 -0.182584 -1.064 2.823 -1.055
C -0.531170 -0.625260 -1.791710 -1.511 -1.633 -1.524
C 0.368424 1.694627 0.144966 2.631 -0.077 -0.940
C -0.548076 -1.277182 -0.649117 1.148 0.694 1.265
C -1.100407 1.877682 0.088672 0.231 2.061 -1.597
C -1.327598 -2.427906 -0.061385 -2.260 5.545 -0.492
N 2.133487 0.281881 1.205542 -2.727 -0.777 -1.132
N 0.434489 -0.858001 0.348647 0.930 2.668 0.106
H 3.332850 -1.253671 1.920854 -1.307 -0.712 -0.635
H 1.337062 -2.781410 0.902793 -0.914 -1.784 -0.447
H 1.055139 3.620286 -0.594954 -0.134 -1.583 0.762
H 2.400931 2.563031 -0.159715 -0.014 -0.921 0.214
H 0.069677 0.237619 -2.011376 0.273 -0.023 -0.026
H -1.151481 -1.086441 -2.614802 0.545 1.009 0.937
H -1.316847 2.927219 0.351532 0.000 -0.426 -0.175
H -1.648731 1.648764 -0.860575 0.760 -0.087 0.908
H -1.368807 1.295907 0.885623 -1.939 -1.548 1.832
H -0.772749 -3.251388 -0.195192 1.525 -3.437 0.381
H -1.610608 -1.983357 0.943904 0.263 -1.636 -0.870
H -2.186656 -2.371634 -0.714390 -0.653 -0.975 0.190
H 2.604025 1.138198 1.359455 1.185 0.351 0.813



Entry 8:
24
Properties=species:S:1:pos:R:3:forces:R:3 method="wB97M-V/def2-TZVPD" spin_multiplicity=3 lumo_ev="-2.94 / -7.44" charge=+1 de_lowest_kcal_mol=4.8 homo_lumo_gap_ev="6.83 / 5.68" s2=2.008
C -1.268192 1.469430 1.704786 -0.492 0.798 0.504
C -1.351353 0.666521 2.773705 -0.173 1.841 -2.384
C 0.559744 0.116841 0.930487 2.700 0.030 -2.661
C -0.320577 1.152218 0.707216 -0.421 1.321 -1.119
C 0.449987 -0.690309 2.023593 2.543 -1.073 -1.737
C 1.707559 0.022424 -0.141014 -0.117 -1.173 2.827
C 1.284909 -0.577526 -1.439841 2.027 0.091 -0.116
C 0.106926 -0.984109 -1.792451 -3.182 1.402 -1.107
C -0.397997 -1.594526 -3.104156 1.190 -0.010 1.496
N -0.616597 -0.478027 2.794458 -1.845 -2.000 4.056
N -0.277671 2.009471 -0.377435 2.930 -2.577 -0.222
H -1.768253 2.426773 1.556478 -0.363 -0.382 0.698
H -2.042271 0.899429 3.496389 -1.209 -0.069 1.973
H 2.173850 1.024493 -0.246606 -0.019 -0.665 0.124
H 2.424114 -0.696176 0.390268 -0.365 1.144 -1.099
H 1.194038 -1.496216 2.113788 -0.891 0.316 0.653
H 2.080243 -0.715959 -2.154574 0.521 -0.274 0.036
H -0.754096 -0.560449 -1.232714 0.450 -0.904 0.286
H 0.413099 -2.202667 -3.577637 -1.074 0.305 0.242
H -0.755667 -0.802629 -3.771805 0.023 -0.273 0.086
H -1.243110 -2.143361 -2.670472 0.080 -0.539 -1.198
H -0.849396 -1.051940 3.648190 0.892 0.414 -1.575
H -1.151245 2.437582 -0.446326 -1.220 1.434 -1.264
H 0.401956 1.768713 -1.184328 -1.984 0.841 1.501



Entry 9:
26
Properties=species:S:1:pos:R:3:forces:R:3 method="wB97M-V/def2-TZVPD" spin_multiplicity=1 lumo_ev=3.55 charge=-1 de_lowest_kcal_mol=0.0 homo_lumo_gap_ev=6.52 smiles="Cc1nc(C(C)(C)C)c(=O)[nH]c1[O-]"
C 0.048166 0.020466 -0.186934 -0.329 2.166 -2.632
C -0.256203 1.051514 -1.485141 0.603 -2.086 2.059
C 0.009964 1.841384 1.307217 1.056 -1.658 1.760
C -0.366855 2.782659 0.379890 -0.033 -2.595 -1.783
C 0.469089 2.234872 2.726822 -1.702 -2.944 -0.813
C 1.010214 -1.830429 -1.687380 0.268 0.701 1.288
C -1.344906 -1.800187 -0.928366 -1.206 0.680 0.881
C 0.561579 -2.140884 0.779043 0.978 -0.771 -0.223
C 0.061111 -1.450821 -0.485766 0.949 -0.589 0.241
N 0.150940 0.482788 1.009936 -0.277 1.594 -0.808
N -0.506698 2.256509 -0.976939 -1.801 2.455 -0.793
O -0.285756 0.800992 -2.696560 -0.122 -0.297 0.800
O -0.654814 3.949218 0.452740 -0.482 3.162 0.891
H -0.167876 1.801952 3.546094 -0.022 0.861 -0.657
H 0.585044 3.256417 2.735410 0.075 2.404 0.564
H 1.392122 1.747286 2.934295 1.178 -0.223 -0.064
H 0.972653 -2.956136 -1.726104 0.764 1.174 -0.251
H 0.494762 -1.389350 -2.497419 -0.345 0.062 -1.431
H 2.018438 -1.254555 -1.692616 -1.360 -1.593 0.438
H -1.430351 -2.683442 -1.518808 0.025 -1.166 -0.087
H -1.619534 -1.023147 -1.614884 -0.384 0.484 -0.508
H -2.129211 -1.759656 -0.114205 1.024 -0.277 -0.626
H 1.184933 -1.354068 1.253094 0.258 -1.288 0.020
H 1.027037 -3.148178 0.565813 0.156 1.222 0.008
H -0.170217 -2.417588 1.503735 -1.059 0.303 0.505
H -1.053632 2.982385 -1.582968 1.790 -1.777 1.221